Below is a structure of composition C23H51BrFGaN6O3P3 at a distorted geometry, with properties calculated with ωB97M-V/def2-TZVPD.

## Properties
**Net charge**: -1
**F_max**: 7.993 eV Å⁻¹
**HOMO**: -4.18 eV
**ΔE to the lowest compared entry with this formula, charge and spin**: 99.2 kcal/mol
**Multiplicity**: 1

Last column: Mulliken charge in e.
Cartesian coordinates (Å):
1 C 0.946 -1.213 0.930  -0.756
2 C 0.872 -0.618 2.226  -0.097
3 C 0.099 0.719 2.628  -0.347
4 Ga -0.982 1.610 1.122  -0.066
5 F -2.634 0.618 1.005  -0.675
6 C -0.137 1.523 -0.748  -0.438
7 C 1.458 1.727 -0.801  -0.393
8 C 2.059 2.671 0.334  0.448
9 C 1.665 4.140 0.609  -0.069
10 C 2.392 4.952 1.746  -0.565
11 C 3.530 4.315 2.613  -0.399
12 C 3.925 2.823 2.350  -0.503
13 C 3.194 2.046 1.229  -0.315
14 P -1.657 3.830 1.642  0.265
15 O -2.911 3.742 2.830  -0.524
16 Br -2.605 4.638 -0.305  -0.381
17 H 1.998 -1.417 0.511  0.180
18 H 0.052 -1.492 0.282  0.287
19 H 1.445 -1.157 3.074  0.242
20 H -0.671 0.413 3.444  0.162
21 H 0.771 1.505 3.152  0.377
22 H -0.638 2.265 -1.485  0.382
23 H -0.347 0.474 -1.196  0.147
24 H 1.996 0.722 -0.826  0.172
25 H 1.688 2.231 -1.820  0.108
26 H 0.868 4.655 -0.017  0.441
27 H 2.145 6.053 1.973  0.275
28 H 4.102 4.876 3.425  0.297
29 H 4.762 2.348 2.955  0.304
30 H 3.540 0.963 1.044  0.141
31 H -3.245 2.821 2.915  0.318
32 O 1.091 2.340 -4.548  -0.786
33 P 0.377 2.683 -5.866  0.859
34 N -0.081 1.049 -6.177  0.180
35 C -0.303 0.458 -7.487  -0.953
36 C -1.087 0.523 -5.253  -0.969
37 N 1.879 2.992 -6.672  0.181
38 C 2.767 1.882 -6.994  -0.990
39 C 2.664 4.050 -6.031  -1.198
40 N -0.485 3.161 -7.354  0.047
41 C 0.141 3.930 -8.430  -0.962
42 C -1.750 3.830 -6.996  -1.116
43 H -1.307 0.673 -7.877  0.319
44 H -0.194 -0.630 -7.428  0.336
45 H 0.418 0.792 -8.233  0.261
46 H -2.090 0.895 -5.500  0.327
47 H -0.873 0.813 -4.221  0.192
48 H -1.108 -0.571 -5.271  0.349
49 H 2.949 1.229 -6.134  0.236
50 H 3.734 2.243 -7.359  0.424
51 H 2.364 1.283 -7.811  0.217
52 H 3.190 3.690 -5.139  0.339
53 H 2.016 4.880 -5.727  0.384
54 H 3.401 4.460 -6.728  0.352
55 H 0.534 4.889 -8.078  0.291
56 H -0.584 4.136 -9.226  0.392
57 H 0.939 3.365 -8.913  0.269
58 H -1.566 4.816 -6.558  0.347
59 H -2.305 3.235 -6.264  0.332
60 H -2.400 3.944 -7.868  0.352
61 O 0.386 -3.242 4.888  -0.852
62 P -0.754 -4.277 4.898  0.908
63 N -1.953 -3.126 5.356  0.178
64 C -3.168 -3.409 6.104  -0.954
65 C -2.264 -2.139 4.320  -0.745
66 N -0.138 -5.029 6.333  0.188
67 C -0.238 -4.337 7.611  -1.006
68 C 1.230 -5.527 6.174  -1.191
69 N -2.033 -5.518 4.832  0.065
70 C -1.960 -6.784 5.562  -0.978
71 C -2.348 -5.826 3.424  -1.112
72 H -3.972 -3.792 5.462  0.324
73 H -3.531 -2.494 6.584  0.332
74 H -3.016 -4.129 6.907  0.274
75 H -2.911 -2.567 3.544  0.308
76 H -1.359 -1.774 3.828  -0.097
77 H -2.763 -1.262 4.744  0.397
78 H 0.134 -3.308 7.559  0.261
79 H 0.324 -4.863 8.390  0.407
80 H -1.267 -4.321 7.969  0.216
81 H 1.973 -4.724 6.250  0.324
82 H 1.355 -6.008 5.198  0.382
83 H 1.457 -6.283 6.933  0.354
84 H -1.069 -7.363 5.298  0.289
85 H -2.839 -7.403 5.348  0.390
86 H -1.983 -6.625 6.641  0.272
87 H -1.528 -6.372 2.946  0.342
88 H -2.513 -4.904 2.858  0.343
89 H -3.265 -6.416 3.341  0.351